[1]
{"formula": "C23H37F5NO8S2", "method": "wB97M-V/def2-TZVPD", "elements": ["C", "C", "O", "O", "C", "C", "C", "C", "C", "S", "O", "O", "N", "S", "O", "O", "C", "F", "F", "C", "C", "C", "C", "C", "C", "F", "F", "F", "C", "H", "H", "H", "H", "H", "H", "H", "H", "H", "H", "H", "H", "H", "H", "H", "H", "H", "C", "C", "O", "C", "C", "H", "H", "H", "H", "H", "H", "H", "H", "H", "H", "C", "C", "O", "C", "C", "H", "H", "H", "H", "H", "H", "H", "H", "H", "H"], "positions_angstrom": [[6.02645, -2.39703, 1.91580], [6.42677, -1.95681, 0.38472], [7.28448, -2.72508, -0.33672], [5.89830, -0.71698, -0.21328], [4.42663, -0.86874, -0.36029], [3.85212, 0.46029, -1.14270], [3.80750, 1.82157, -0.22460], [2.96380, 1.62110, 1.19535], [1.75258, 2.70767, 1.40295], [0.23432, 2.31592, 0.31036], [0.32836, 0.80126, -0.12441], [0.44022, 3.13561, -0.98791], [-1.22684, 2.68127, 1.19348], [-2.50385, 3.27116, 0.15892], [-2.15519, 4.64733, -0.53225], [-3.71133, 3.61573, 1.11569], [-3.00836, 2.11473, -1.22405], [-1.89727, 1.61588, -2.06782], [-3.88974, 2.92432, -2.14630], [-3.90521, 0.82227, -0.76517], [-4.39942, -0.18936, -2.00219], [-5.33367, -1.52073, -1.79451], [-5.82440, -1.88168, -0.27278], [-5.32222, -0.91496, 0.99631], [-5.88627, -1.38126, 2.48540], [-4.91737, -1.17330, 3.58691], [-6.44521, -2.78449, 2.44548], [-7.09159, -0.50744, 2.74267], [-4.36074, 0.43317, 0.76078], [6.61136, -1.73445, 2.68940], [6.32151, -3.53654, 2.02886], [4.87723, -2.32808, 2.16109], [4.13912, -1.80199, -1.03489], [3.91909, -1.03349, 0.68573], [2.78837, 0.18073, -1.59643], [4.60437, 0.67744, -2.03974], [4.92794, 2.12284, -0.01259], [3.33806, 2.69473, -0.88622], [3.77605, 1.76534, 2.05442], [2.52298, 0.53324, 1.29185], [2.19513, 3.77175, 1.09502], [1.41845, 2.84545, 2.54068], [-4.07997, 0.05676, -3.12557], [-5.62824, -2.17784, -2.71962], [-6.52567, -2.81639, -0.11552], [-4.02090, 1.08593, 1.67036], [-3.63222, -7.44508, 2.82073], [-2.66990, -6.28678, 3.02989], [-3.26348, -5.00908, 2.81191], [-4.36897, -4.67231, 3.64714], [-4.02592, -4.65758, 5.12700], [-4.04833, -7.41893, 1.80645], [-3.11688, -8.40016, 2.96617], [-4.47082, -7.40981, 3.51854], [-1.84980, -6.37837, 2.31096], [-2.21415, -6.32711, 4.02340], [-5.21258, -5.34005, 3.44330], [-4.69097, -3.66842, 3.34980], [-3.70250, -5.63860, 5.48234], [-4.89741, -4.35662, 5.71688], [-3.20994, -3.95335, 5.32345], [5.29255, 5.23896, -4.56605], [4.53308, 3.92581, -4.66761], [3.56682, 3.74746, -3.63468], [2.52875, 4.72226, -3.56184], [1.68845, 4.80581, -4.82469], [5.79705, 5.31553, -3.59538], [6.04317, 5.30787, -5.36023], [4.63012, 6.10154, -4.65852], [5.24613, 3.10062, -4.57591], [4.06171, 3.81764, -5.64868], [2.94722, 5.69967, -3.29979], [1.88274, 4.42917, -2.72718], [2.28192, 5.10144, -5.69284], [0.88590, 5.53959, -4.70014], [1.24050, 3.83195, -5.05114]], "atomic_forces_ev_per_a": [[-0.101, -0.412, -0.306], [3.590, -2.836, -3.548], [-5.531, 5.173, 4.761], [-0.149, -3.762, 1.612], [-1.690, 0.399, -0.721], [0.391, -0.090, -0.133], [-0.261, -0.155, -0.495], [0.386, -0.085, 0.067], [1.110, 1.074, 1.393], [0.326, -2.106, -5.602], [-0.318, 4.400, 2.633], [-0.547, -1.470, 4.139], [-0.006, -0.188, -2.910], [0.222, 8.248, 2.862], [-0.746, -5.600, 1.550], [3.640, -3.068, -3.168], [-1.566, -2.134, -3.047], [-3.220, 1.754, 2.564], [2.559, -2.185, 2.491], [-2.458, -3.782, 0.430], [-1.091, -0.926, 2.515], [1.406, 3.041, 3.817], [2.465, 3.225, -0.874], [0.740, -0.262, -3.232], [-1.146, 1.283, -0.799], [-3.518, -1.079, -3.419], [1.912, 4.551, 0.562], [3.637, -2.841, -0.048], [-1.066, -2.179, -3.085], [-1.093, -1.276, -1.662], [-0.402, 2.561, -0.301], [2.342, 0.126, -0.729], [0.959, 1.805, 1.380], [1.003, 0.507, -2.002], [2.242, 0.743, 1.178], [-1.679, -0.584, 1.837], [-2.273, -0.596, -0.211], [0.896, -1.985, 1.458], [-2.023, -0.194, -1.566], [0.833, 2.252, -0.325], [-1.447, -2.287, 0.304], [0.593, -0.697, -2.524], [-0.665, -0.445, 2.898], [0.625, 1.471, 2.129], [1.693, 2.226, -0.108], [-0.762, -1.332, -1.982], [-0.143, -0.049, -0.067], [-0.186, 0.171, -0.093], [0.112, -0.131, -0.051], [0.149, 0.162, 0.013], [0.144, -0.034, 0.109], [0.117, -0.009, 0.155], [-0.035, 0.118, -0.043], [0.059, -0.042, 0.039], [-0.135, 0.248, 0.029], [-0.043, -0.062, 0.090], [-0.023, -0.045, 0.061], [0.364, -0.471, -0.020], [-0.097, 0.001, 0.031], [0.092, -0.007, -0.096], [-0.151, -0.052, -0.052], [0.048, 0.135, 0.088], [-0.173, 0.046, 0.284], [0.290, -0.112, -0.092], [-0.208, -0.060, 0.085], [-0.008, -0.080, -0.159], [-0.061, -0.053, -0.172], [-0.061, -0.039, 0.096], [0.018, -0.031, -0.072], [-0.213, -0.010, 0.153], [-0.022, 0.095, -0.077], [0.031, 0.065, -0.096], [0.228, -0.154, -0.086], [-0.020, 0.099, 0.004], [0.093, -0.128, 0.041], [0.023, 0.148, 0.114]], "charge": -1, "energy_ha": -2850.37226, "lumo_ev": 1.4, "orbital_gap_ev": 7.73, "fmax_ha_per_bohr": 0.17396}

---

[2]
{"formula": "C23H37FIrN3O4PSi", "method": "wB97M-V/def2-TZVPD", "elements": ["Ir", "O", "C", "O", "C", "C", "N", "N", "C", "C", "O", "O", "H", "H", "H", "C", "Si", "C", "C", "N", "C", "C", "C", "C", "C", "C", "F", "H", "H", "H", "H", "H", "H", "H", "H", "H", "H", "H", "H", "H", "C", "C", "C", "P", "C", "C", "C", "C", "C", "C", "H", "H", "H", "H", "H", "H", "H", "H", "H", "H", "H", "H", "H", "H", "H", "H", "H", "H", "H", "H", "H"], "positions_angstrom": [[0.10177, -0.51955, -0.02650], [0.91065, -6.24150, 1.39864], [1.89339, -5.60847, 1.72646], [2.92807, -6.20294, 2.25430], [2.02101, -4.14927, 1.56171], [3.06329, -3.31520, 1.92278], [2.70453, -2.07803, 1.55754], [1.51002, -2.04989, 0.96750], [1.06555, -3.30105, 0.96665], [-0.29438, -3.51748, 0.37366], [-0.81876, -4.69015, 0.34704], [-0.90449, -2.54023, -0.07060], [-0.21115, -5.38500, 0.75384], [4.00590, -3.51393, 2.40763], [3.23213, -1.22028, 1.63962], [-1.88710, -1.48601, 3.10100], [-2.12855, 0.13200, 2.21632], [-3.12875, 1.30118, 3.25476], [-2.97406, -0.02941, 0.56280], [-0.42201, 0.61216, 1.77889], [0.38613, 1.49325, 2.37324], [-0.06231, 2.43856, 3.35272], [0.78242, 3.35595, 3.92081], [2.13404, 3.39208, 3.56931], [2.63400, 2.49111, 2.62713], [1.77906, 1.59288, 2.06231], [2.29479, 0.72725, 1.14765], [-2.85148, -1.85339, 3.45973], [-1.23643, -1.36964, 3.97013], [-1.47068, -2.25567, 2.45333], [-4.13729, 0.87582, 3.28189], [-3.22413, 2.29880, 2.82274], [-2.79557, 1.38229, 4.28950], [-3.94117, -0.51162, 0.73699], [-2.47108, -0.64960, -0.18544], [-3.17538, 0.95561, 0.13683], [-1.10251, 2.43662, 3.62685], [0.39705, 4.05954, 4.64553], [2.79703, 4.11805, 4.01902], [3.67522, 2.49650, 2.33412], [-1.04677, 3.01635, -1.01433], [0.06794, 2.45925, -1.90024], [1.44072, 2.91479, -1.40958], [-0.07936, 0.63196, -2.07159], [1.31266, 0.12234, -3.17868], [2.56167, -0.19588, -2.34928], [0.98914, -1.06811, -4.08052], [-1.71819, 0.38190, -2.86970], [-2.12246, -1.08694, -3.03255], [-1.86336, 1.16317, -4.17962], [-0.93449, 4.09757, -0.92921], [-0.99389, 2.59747, -0.00577], [-2.04130, 2.82468, -1.41651], [-0.06551, 2.83384, -2.91932], [1.68292, 2.48729, -0.43391], [1.43666, 3.99982, -1.30127], [2.23800, 2.66092, -2.10614], [1.51147, 0.99810, -3.80524], [2.43674, -1.15685, -1.84005], [2.79494, 0.56057, -1.60082], [3.42351, -0.29079, -3.01104], [0.68165, -1.93925, -3.49733], [1.88755, -1.34375, -4.63398], [0.21217, -0.84801, -4.80802], [-2.39772, 0.82438, -2.13440], [-1.66348, -1.53626, -3.90965], [-3.20265, -1.13884, -3.17042], [-1.86798, -1.70080, -2.16761], [-1.10410, 0.88433, -4.91135], [-1.81967, 2.24130, -4.03340], [-2.83560, 0.93411, -4.61686]], "atomic_forces_ev_per_a": [[-0.044, -0.048, 0.277], [-0.023, -0.218, 0.031], [-0.002, 0.131, -0.011], [0.042, -0.003, 0.033], [0.086, -0.005, 0.029], [-0.026, 0.071, 0.018], [0.068, -0.047, -0.103], [-0.198, -0.064, -0.086], [-0.077, 0.050, -0.062], [-0.122, 0.024, -0.054], [0.122, 0.211, 0.007], [0.138, -0.086, 0.078], [-0.027, -0.106, -0.023], [-0.004, -0.025, -0.006], [-0.004, -0.003, 0.025], [-0.020, -0.010, 0.006], [0.066, -0.036, -0.020], [-0.017, 0.014, -0.023], [-0.048, 0.007, 0.038], [-0.022, 0.148, 0.006], [-0.047, -0.023, -0.049], [0.045, -0.017, 0.038], [-0.030, -0.008, 0.013], [0.020, -0.006, -0.018], [-0.001, 0.003, 0.018], [0.015, 0.032, -0.031], [0.009, -0.033, 0.008], [-0.002, 0.008, -0.003], [-0.007, 0.018, 0.002], [0.018, -0.020, -0.002], [0.007, -0.001, 0.007], [0.029, 0.011, 0.013], [-0.006, -0.007, 0.003], [0.000, 0.002, -0.020], [-0.019, 0.010, 0.004], [0.013, -0.008, -0.011], [-0.045, -0.012, 0.004], [0.001, -0.001, -0.001], [0.002, -0.004, 0.001], [0.002, 0.006, -0.003], [-0.003, 0.012, -0.001], [-0.005, -0.016, 0.017], [0.004, -0.020, 0.024], [0.165, 0.009, -0.120], [-0.016, 0.026, -0.005], [0.024, -0.003, -0.016], [-0.006, -0.013, 0.001], [-0.005, 0.000, 0.028], [0.007, -0.005, -0.009], [-0.005, -0.017, -0.002], [-0.004, 0.001, -0.005], [0.003, 0.002, -0.005], [0.001, 0.002, 0.003], [-0.007, 0.011, -0.003], [-0.018, 0.024, -0.040], [0.001, 0.000, -0.007], [0.012, -0.010, 0.001], [-0.003, 0.006, 0.006], [-0.010, 0.005, 0.000], [-0.005, 0.018, 0.006], [-0.005, 0.008, -0.006], [0.006, 0.005, -0.002], [0.001, 0.001, 0.002], [0.000, -0.011, 0.002], [0.009, -0.012, -0.005], [0.002, 0.001, -0.006], [-0.002, -0.006, 0.001], [-0.016, 0.007, 0.004], [-0.012, 0.006, 0.008], [-0.001, 0.005, 0.001], [0.000, 0.009, -0.007]], "charge": 2, "energy_ha": -2198.30056, "e_above_lowest_kj_mol": 11.4, "spin_multiplicity": 6, "lumo_ev": [-6.1, -8.9], "orbital_gap_ev": [7.90, 6.48], "fmax_ha_per_bohr": 0.00554}

---

[3]
{"formula": "C23H37GeN3O4PdSe", "method": "wB97M-V/def2-TZVPD", "elements": ["Pd", "O", "C", "C", "C", "C", "C", "C", "C", "O", "N", "N", "C", "C", "C", "C", "C", "C", "C", "O", "H", "H", "H", "H", "H", "H", "H", "H", "H", "H", "N", "H", "H", "H", "C", "C", "O", "C", "C", "H", "H", "H", "H", "H", "H", "H", "H", "H", "H", "C", "Ge", "C", "C", "C", "Se", "C", "H", "H", "H", "H", "H", "H", "H", "H", "H", "H", "H", "H", "H", "H"], "positions_angstrom": [[-0.13499, -0.68665, 0.04029], [4.44591, -1.57381, -0.81784], [4.86028, -0.51687, -0.12364], [6.18320, -0.11016, -0.28815], [6.65210, 0.97502, 0.41334], [5.83263, 1.69162, 1.30381], [4.53728, 1.30467, 1.48394], [4.01039, 0.19549, 0.76726], [2.65731, -0.21407, 0.91400], [2.11125, -1.16776, 0.33225], [1.89031, 0.50716, 1.86700], [0.67376, 0.29293, 1.79893], [-0.03406, 0.94835, 2.84600], [-1.16829, 0.55204, 3.45082], [-1.65778, 1.34784, 4.57038], [-2.72437, 0.94936, 5.26883], [-3.42869, -0.28312, 4.93392], [-3.06015, -1.06333, 3.90591], [-1.92574, -0.69857, 3.07474], [-1.59993, -1.34716, 2.08880], [3.51194, -1.75418, -0.60438], [6.81490, -0.66720, -0.96536], [7.68198, 1.27986, 0.28144], [6.23423, 2.53351, 1.84821], [3.90149, 1.83170, 2.17945], [0.49197, 1.81554, 3.22910], [-1.12779, 2.25466, 4.83144], [-3.07730, 1.53610, 6.10537], [-4.27688, -0.56708, 5.54355], [-3.57998, -1.97747, 3.65473], [-0.72864, -1.50778, -1.71023], [-0.41514, -0.96326, -2.50902], [-1.72706, -1.66318, -1.80609], [-0.22470, -2.41983, -1.70879], [-0.65530, -4.35157, 0.36909], [0.67591, -4.63959, -0.28025], [0.96775, -3.59626, -1.21383], [2.16123, -3.83121, -1.96473], [2.33271, -2.70707, -2.96302], [-0.86824, -5.10252, 1.12912], [-1.46570, -4.38220, -0.36162], [-0.65483, -3.37869, 0.86872], [0.65449, -5.59662, -0.80946], [1.47664, -4.68164, 0.46504], [2.07732, -4.79252, -2.48002], [3.01186, -3.90383, -1.27764], [1.60696, -2.78961, -3.77303], [3.32850, -2.73459, -3.40157], [2.21769, -1.73499, -2.47385], [-4.07891, 3.66211, -1.00338], [-2.63941, 3.43335, -2.30057], [-1.18706, 4.68505, -1.97774], [-3.28096, 3.40416, -4.13190], [-1.78530, 1.60862, -2.03563], [-1.68563, 1.09909, -0.17864], [-3.43831, 0.28357, -0.01226], [-4.38019, 4.70990, -1.01601], [-3.76901, 3.42965, 0.01679], [-4.95690, 3.06830, -1.25810], [-1.56801, 5.70572, -1.97431], [-0.42971, 4.60904, -2.75758], [-0.71529, 4.50185, -1.01130], [-3.67604, 4.38396, -4.39858], [-4.07898, 2.67234, -4.25304], [-2.47540, 3.16515, -4.82540], [-0.75600, 1.68491, -2.38821], [-2.30602, 0.82765, -2.59004], [-4.14173, 0.96603, -0.48292], [-3.66279, 0.17602, 1.04358], [-3.45475, -0.68789, -0.49772]], "atomic_forces_ev_per_a": [[0.664, 0.603, 0.786], [0.031, 0.062, 0.037], [0.027, -0.075, -0.082], [0.006, 0.012, 0.004], [0.014, -0.046, -0.044], [-0.080, 0.017, 0.051], [0.043, 0.035, 0.030], [-0.146, -0.093, 0.038], [0.472, -0.185, -0.331], [-0.257, -0.329, -0.520], [-0.027, 0.384, 0.655], [-0.728, 0.009, -0.255], [0.126, 0.061, -0.018], [-0.102, -0.141, -0.019], [0.102, -0.021, -0.113], [-0.124, -0.088, 0.049], [0.019, 0.052, 0.028], [0.023, 0.036, 0.002], [0.069, 0.169, -0.002], [0.006, -0.189, -0.028], [-0.008, -0.011, 0.019], [0.002, -0.003, -0.005], [0.007, 0.000, -0.002], [-0.002, 0.003, 0.005], [-0.011, -0.004, 0.001], [0.052, -0.004, -0.046], [0.021, -0.003, -0.018], [-0.017, -0.008, 0.004], [-0.002, 0.011, 0.012], [0.005, -0.008, -0.013], [0.174, -0.090, 0.047], [-0.018, -0.030, -0.021], [0.010, -0.047, 0.019], [-0.052, 0.025, -0.089], [0.002, -0.005, 0.039], [0.024, -0.013, -0.007], [-0.040, -0.067, -0.045], [-0.019, -0.019, -0.047], [-0.010, -0.004, 0.028], [-0.013, -0.006, -0.012], [-0.001, 0.012, -0.005], [0.004, -0.007, 0.000], [0.002, -0.001, 0.013], [0.007, 0.002, -0.013], [0.022, -0.004, 0.019], [-0.028, 0.049, 0.014], [-0.024, 0.026, 0.013], [0.001, -0.023, -0.021], [0.022, -0.017, -0.033], [-0.003, -0.001, -0.021], [0.014, -0.055, 0.015], [-0.015, -0.007, 0.000], [0.018, 0.019, 0.013], [-0.032, 0.034, -0.060], [-0.185, -0.011, -0.043], [-0.023, 0.002, -0.058], [-0.010, 0.002, 0.001], [0.011, 0.009, 0.004], [0.004, -0.011, 0.002], [0.003, 0.009, -0.006], [0.005, -0.003, 0.000], [-0.006, 0.003, 0.011], [-0.006, 0.008, -0.004], [-0.004, -0.005, 0.003], [0.006, 0.004, -0.004], [0.004, -0.024, -0.013], [-0.005, -0.009, 0.008], [-0.006, -0.004, 0.021], [-0.006, -0.003, 0.013], [-0.009, 0.016, -0.005]], "charge": 2, "energy_ha": -5969.47650, "e_above_lowest_kj_mol": 63.2, "lumo_ev": -8.0, "orbital_gap_ev": 5.98, "fmax_ha_per_bohr": 0.02319}